## 1
DFT (ωB97M-V/def2-TZVPD) results for C19H19BrIIrN5O5S as an isolated structure.

**HOMO level (alpha / beta)**: -0.4047 / -0.4048 Ha
**<S²>**: 6.0109
**Gap between HOMO and LUMO (alpha / beta)**: 0.28648 / 0.22291 Eh

```
! wB97M-V def2-TZVPD RIJCOSX def2/J DEFGRID3
* xyz 1 5
Ir -0.19986 0.30237 -0.89858
C -4.64427 3.50374 -1.42342
C -3.18843 3.77982 -1.40527
N -2.62356 4.92814 -1.23450
N -1.27888 4.66624 -1.28140
C -0.99037 3.38653 -1.46542
S 0.51704 2.61868 -1.58123
N -2.20913 2.80752 -1.56210
N -2.33072 1.43975 -1.71489
H -5.17685 4.44993 -1.40084
H -4.93836 2.91348 -0.55315
H -4.92700 2.95453 -2.32282
H -0.61750 5.41701 -1.16434
H -3.00066 1.03285 -1.06629
H -2.56515 1.19060 -2.67111
Br 7.63441 -2.20253 -1.36531
C 6.31341 -0.88404 -1.05478
C 6.68496 0.44938 -0.99276
C 5.71163 1.41454 -0.77096
C 4.38528 1.04635 -0.60909
C 4.03194 -0.29726 -0.66465
C 4.99821 -1.27128 -0.89070
C 2.62060 -0.74583 -0.47072
O 2.32018 -1.91891 -0.42266
O 1.74230 0.24754 -0.30121
H 7.72302 0.72740 -1.11423
H 5.99622 2.45765 -0.72317
H 3.62313 1.79366 -0.43449
H 4.70952 -2.31190 -0.93451
N 0.05257 -3.83594 -1.84238
C -0.15890 -2.65819 -1.27726
O -0.09470 -1.62030 -1.97543
C -0.47919 -2.62497 0.18991
I -4.55803 -1.77696 -0.21009
H 0.36387 -3.86663 -2.80039
H 0.05609 -4.68340 -1.30300
H 0.39993 -2.21913 0.69404
H -0.65677 -3.62794 0.57108
O -2.81069 -2.61519 0.18652
C -1.71767 -1.77495 0.54843
O -1.80036 -0.59580 -0.18994
C -1.71248 -1.46418 2.05079
C -2.65943 -2.02750 2.89435
C -2.67042 -1.69833 4.24584
C -1.73889 -0.81160 4.75803
C -0.78012 -0.25552 3.91961
C -0.77051 -0.58037 2.57283
H -3.37641 -2.73598 2.50567
H -3.41051 -2.14347 4.89878
H -1.74927 -0.56046 5.81081
H -0.03962 0.42833 4.31449
H -0.00958 -0.14754 1.93191
*
```

Mulliken population analysis, charges in e, atoms 1 to 6: 1.85, -1.21, 0.89, -0.70, 0.23, 0.42

## 2
DFT (ωB97M-V/def2-TZVPD) results for C19H19BrIIrN5O5S as an isolated structure.

**HOMO level (alpha / beta)**: -0.4018 / -0.4018 Ha
**<S²>**: 6.0113
**Gap between HOMO and LUMO (alpha / beta)**: 0.27257 / 0.23515 Eh

```
! wB97M-V def2-TZVPD RIJCOSX def2/J DEFGRID3
* xyz 1 5
Ir 0.05279 0.72562 0.87542
C 5.30759 0.06192 1.76752
C 4.21179 0.06932 2.75092
N 4.29729 0.24032 4.02842
N 3.03689 0.27442 4.50172
C 2.12919 0.16142 3.51192
S 0.46789 0.33442 3.56002
N 2.88329 -0.02048 2.38292
N 2.32849 -0.24258 1.14172
H 6.25509 0.11992 2.29122
H 5.21489 0.93292 1.11812
H 5.28539 -0.83598 1.15272
H 2.86589 0.38542 5.49052
H 2.95029 0.02702 0.38382
H 2.01119 -1.20798 1.01012
Br -4.38061 -4.93418 3.40422
C -3.62041 -4.32428 1.76932
C -3.94721 -4.95477 0.57732
C -3.37521 -4.50667 -0.60118
C -2.52151 -3.41428 -0.59758
C -2.21641 -2.78698 0.60472
C -2.74661 -3.24978 1.80032
C -1.36151 -1.55918 0.65052
O -0.19811 -1.61508 1.11912
O -1.84041 -0.48108 0.25722
H -4.64151 -5.78078 0.58432
H -3.60201 -5.00528 -1.53098
H -2.09801 -3.05048 -1.52088
H -2.49641 -2.76558 2.73212
N -2.20061 4.19532 0.70292
C -1.35301 3.46212 1.41972
O -1.52471 2.26532 1.62042
C -0.15011 4.17682 1.99822
I 1.61909 3.27142 1.16482
H -2.97801 3.71532 0.27452
H -2.08431 5.17992 0.52922
H -0.09891 3.99802 3.07142
H -0.11301 5.23852 1.77732
O 0.91659 0.17502 -1.22948
C 0.14739 0.98732 -1.80868
O -0.49091 1.82622 -1.12298
C 0.00499 0.93622 -3.28248
C 1.09509 0.60612 -4.08318
C 0.93759 0.51292 -5.45338
C -0.30761 0.72422 -6.02518
C -1.39671 1.04202 -5.22748
C -1.24251 1.16032 -3.85768
H 2.05779 0.43562 -3.62798
H 1.78849 0.27112 -6.07148
H -0.43361 0.62782 -7.09338
H -2.36831 1.19402 -5.67448
H -2.07691 1.40072 -3.21628
*
```

Mulliken population analysis, charges in e, atoms 1 to 6: 1.36, -1.34, 1.03, -0.75, 0.23, 0.22

According to the calculations, the structures order from most to least stable as 2, 1.

## 1
DFT (ωB97M-V/def2-TZVPD) results for the molecule C3H4O.

**HOMO level**: -0.3452 Ha
**SMILES**: C1[C@@H]2O[C@H]12
**Gap between HOMO and LUMO**: 0.38878 Eh

```
! wB97M-V def2-TZVPD RIJCOSX def2/J DEFGRID3
* xyz 0 1
C -0.42465 -0.17224 -0.54646
C 0.51629 0.76535 0.09044
O 1.85558 0.05510 -0.32256
C 0.75474 -0.59505 0.45446
H -0.34159 -0.44661 -1.63554
H -1.39593 -0.20448 -0.14602
H 0.57611 1.86664 0.42705
H 0.81357 -0.97390 1.48736
*
```

Mulliken population analysis, charges in e, atoms 1 to 6: -0.47, 0.00, -0.40, -0.21, 0.21, 0.26

## 2
DFT (ωB97M-V/def2-TZVPD) results for C3H4O as an isolated structure.

**HOMO level**: -0.3648 Ha
**Gap between HOMO and LUMO**: 0.35734 Eh

```
! wB97M-V def2-TZVPD RIJCOSX def2/J DEFGRID3
* xyz 0 1
C -0.35809 1.56028 -0.25656
C -1.18514 0.62592 -0.58801
C 0.34185 -1.26011 0.27157
O -0.20836 -2.04758 0.93873
H 0.07290 2.53891 -0.37011
H 0.56839 -1.37304 -0.81331
H 1.18655 -0.58058 0.80934
H -0.41810 0.53620 0.00836
*
```

Mulliken population analysis, charges in e, atoms 1 to 6: 0.28, -0.87, -0.21, -0.37, 0.35, 0.32

According to the calculations, the structures order from most to least stable as 1, 2.

## 1
DFT (ωB97M-V/def2-TZVPD) results for a 2-piece molecular cluster, C2H2N2O2S overall.

**HOMO level (alpha / beta)**: -0.3693 / -0.3691 Ha
**Gap between HOMO and LUMO (alpha / beta)**: 0.21086 / 0.21053 Eh

```
! wB97M-V def2-TZVPD RIJCOSX def2/J DEFGRID3
* xyz 0 1
C 2.31522 -0.06187 0.77769
C -0.82029 -0.62508 -0.47137
N 3.23093 -0.01376 0.04364
N -1.32831 0.66898 -0.24181
O -2.31927 0.89130 0.36096
O -0.66691 1.48404 -0.85527
S 1.11168 -0.07726 1.86033
H -1.55987 -1.42283 -0.37444
H 0.03684 -0.84353 -1.09973
*
```

Mulliken population analysis, charges in e, atoms 1 to 6: 0.41, -0.51, -0.36, 0.99, -0.55, -0.46

## 2
DFT (ωB97M-V/def2-TZVPD) results for a 2-piece molecular cluster, C2H2N2O2S overall.

**HOMO level**: -0.3372 Ha
**Gap between HOMO and LUMO**: 0.25119 Eh

```
! wB97M-V def2-TZVPD RIJCOSX def2/J DEFGRID3
* xyz 0 1
C -0.42624 -0.77417 -0.75190
C 0.54512 0.12959 -0.50881
N -0.18577 1.16887 0.05513
N 3.02464 0.09392 -0.18149
O 3.58446 1.17016 -0.23528
O 3.38535 -0.98594 0.16497
S -1.64040 0.28959 -0.10223
H -0.43022 -1.62298 -1.44862
H 0.22501 1.32556 0.95108
*
```

Mulliken population analysis, charges in e, atoms 1 to 6: -0.06, -0.17, -0.25, 0.56, -0.37, -0.35

## 3
DFT (ωB97M-V/def2-TZVPD) results for the molecule C2H2N2O2S.

**HOMO level**: -0.4244 Ha
**SMILES**: N#CCN=S(=O)=O
**Gap between HOMO and LUMO**: 0.40753 Eh

```
! wB97M-V def2-TZVPD RIJCOSX def2/J DEFGRID3
* xyz 0 1
N -2.52694 0.54911 0.90416
C -1.47967 0.49319 0.49186
C -0.27354 0.16651 -0.22748
N -0.61671 -1.38847 -0.98557
S -0.54365 -2.56503 -0.09889
O -1.01741 -3.80657 -0.54378
O 0.01686 -2.38578 1.21725
H -0.15898 0.62472 -1.23839
H 0.54075 -0.09016 0.53979
*
```

Mulliken population analysis, charges in e, atoms 1 to 6: -0.33, 0.35, -0.31, -0.33, 0.93, -0.43

According to the calculations, the structures order from most to least stable as 3, 1, 2.

## 1
DFT (ωB97M-V/def2-TZVPD) results for C5H5NO3 as an isolated structure.

**HOMO level**: -0.3754 Ha
**Gap between HOMO and LUMO**: 0.39668 Eh

```
! wB97M-V def2-TZVPD RIJCOSX def2/J DEFGRID3
* xyz 0 1
C 1.88377 -0.51610 -0.11360
C -2.41033 -0.73418 -0.24602
C 0.39956 1.31787 0.58798
C 1.25367 0.80664 -0.58701
C -0.00878 0.14593 -0.20006
N 0.63766 -1.07422 0.10668
O 2.99009 -0.91836 0.06523
O -2.17989 -1.25908 0.80711
O -1.62390 -0.02476 -0.98403
H -3.39788 -0.78866 -0.75497
H 0.72640 1.17646 1.61003
H -0.11376 2.24880 0.40265
H 1.53946 1.41522 -1.42135
H 0.30393 -1.79557 0.72736
*
```

Mulliken population analysis, charges in e, atoms 1 to 6: 0.30, 0.14, -0.68, -0.27, 0.67, -0.18

## 2
DFT (ωB97M-V/def2-TZVPD) results for C5H5NO3 as an isolated structure.

**HOMO level**: -0.3918 Ha
**Gap between HOMO and LUMO**: 0.37246 Eh

```
! wB97M-V def2-TZVPD RIJCOSX def2/J DEFGRID3
* xyz 0 1
C -0.97660 2.97718 1.25032
C -0.54315 0.62509 0.72826
C 0.10677 -0.14119 -0.18576
C 0.49286 -0.94781 -0.88299
C 1.04162 -1.95866 -1.94285
H -0.23458 2.86521 2.41481
H -1.98708 2.32638 1.63371
H -0.76947 3.87087 0.89321
H 0.20178 -3.43924 -0.91449
H 1.55490 -3.62467 -0.85897
N 1.00579 -3.31877 -1.49195
O -0.52008 1.95148 0.34127
O -0.97148 0.34286 1.87164
O 1.59873 -1.52872 -2.85621
*
```

Mulliken population analysis, charges in e, atoms 1 to 6: -0.58, 0.34, 0.39, -0.04, 0.37, 0.20

According to the calculations, the structures order from most to least stable as 1, 2.

## 1
DFT (ωB97M-V/def2-TZVPD) results for a 2-piece molecular cluster, C3H9BrN overall.

**HOMO level**: -0.5227 Ha
**Gap between HOMO and LUMO**: 0.31903 Eh

```
! wB97M-V def2-TZVPD RIJCOSX def2/J DEFGRID3
* xyz 1 1
C 1.69012 -1.07055 0.09266
C -2.98012 0.53137 0.47030
C 1.39128 0.12687 0.89187
N -2.15263 0.24637 -0.47640
Br 0.87145 1.72195 -0.18578
H 1.90185 -1.85565 0.78252
H 2.60452 -0.93930 -0.54481
H 0.80106 -1.15266 -0.58861
H 2.39233 0.52252 1.27416
H -2.94284 1.40512 1.22139
H -3.89816 -0.02708 0.65141
H 0.68635 0.15116 1.82419
H -1.18827 0.73029 -0.53438
H -2.18686 -0.55100 -1.14039
*
```

Mulliken population analysis, charges in e, atoms 1 to 6: -0.66, 0.04, -0.53, -0.01, -0.17, 0.33

## 2
DFT (ωB97M-V/def2-TZVPD) results for a 2-piece molecular cluster, C3H9BrN overall.

**HOMO level**: -0.5368 Ha
**Gap between HOMO and LUMO**: 0.36990 Eh

```
! wB97M-V def2-TZVPD RIJCOSX def2/J DEFGRID3
* xyz 1 1
C 0.82292 -1.32773 -0.46580
C 0.78896 1.31078 -0.39493
C 0.54236 0.00523 0.18736
N -0.07251 -0.02125 1.32652
Br -3.15147 0.02144 0.10893
H 0.38319 -1.39807 -1.37545
H 0.25266 -2.13962 0.13598
H 1.81814 -1.41131 -0.78465
H 1.68786 1.30481 -1.06079
H 0.88743 2.04812 0.35299
H -0.01578 1.51187 -1.24720
H -0.39848 0.88289 1.67763
H -4.28049 0.69108 -0.50756
H -0.29694 -0.85030 1.84695
*
```

Mulliken population analysis, charges in e, atoms 1 to 6: -1.12, -1.23, 0.94, -0.28, -0.24, 0.39

According to the calculations, the structures order from most to least stable as 2, 1.

## 1
DFT (ωB97M-V/def2-TZVPD) results for C13H15CaNTe as an isolated structure.

**HOMO level (alpha / beta)**: 0.0805 / 0.0805 Ha
**Gap between HOMO and LUMO (alpha / beta)**: 0.09435 / 0.09427 Eh

```
! wB97M-V def2-TZVPD RIJCOSX def2/J DEFGRID3
* xyz -2 1
C -0.46854 1.01938 -2.20973
C 0.90539 0.94645 -1.83919
C 1.06775 1.60995 -0.58750
C -0.19403 2.13438 -0.20568
C -1.12672 1.81137 -1.23025
Ca -0.57352 -0.68189 -0.08412
N -3.32488 0.12126 -1.13501
C 0.74227 -2.28340 0.51699
C 1.66475 -1.88864 -0.39458
H 2.01393 1.76041 -0.05788
H 1.70428 0.48620 -2.42268
H -0.41200 2.66320 0.72532
H -2.14457 2.18886 -1.28360
H -0.92246 0.61060 -3.11593
H 1.53283 -2.07779 -1.46801
H 0.89641 -2.18036 1.60504
H -4.26310 -0.26370 -1.33762
H 2.62040 -1.44778 -0.11883
H -0.08617 -2.97508 0.20844
Te -1.96900 0.24882 2.49634
C -0.70504 0.00544 4.14455
C -1.37885 0.12167 5.39561
C -0.72394 -0.29611 6.55866
C 0.59400 -0.78681 6.49506
C 1.28983 -0.80108 5.27220
C 0.66216 -0.38260 4.08160
H -2.40551 0.49594 5.39379
H -1.25069 -0.24303 7.51262
H 1.08145 -1.14961 7.40404
H 2.33065 -1.14508 5.23409
H 1.17802 -0.38175 3.10894
*
```

Mulliken population analysis, charges in e, atoms 1 to 6: -0.70, -0.59, -0.39, -0.64, -0.19, 0.41

## 2
DFT (ωB97M-V/def2-TZVPD) results for C13H15CaNTe as an isolated structure.

**HOMO level (alpha / beta)**: 0.0825 / 0.0814 Ha
**Gap between HOMO and LUMO (alpha / beta)**: 0.09095 / 0.09194 Eh

```
! wB97M-V def2-TZVPD RIJCOSX def2/J DEFGRID3
* xyz -2 1
C 1.08490 -1.32411 -1.74265
C 0.75714 0.00863 -2.14171
C -0.65421 0.14813 -2.08823
C -1.20735 -1.08122 -1.64155
C -0.12552 -1.97768 -1.39346
Ca 0.46253 -0.11992 0.59010
N 1.03764 -3.34578 0.78379
C 1.24437 1.58746 1.62508
C 1.55858 2.05518 0.38667
H -1.23269 1.01708 -2.39949
H 1.46195 0.76094 -2.48393
H -2.27096 -1.32553 -1.53234
H -0.23758 -3.00147 -1.00959
H 2.07481 -1.79028 -1.75676
H 2.41347 1.68986 -0.21240
H 0.42866 2.05078 2.20710
H 1.71423 -3.63314 1.53697
H 1.01661 2.91130 -0.03015
H 1.77050 0.71821 2.15031
Te -2.11058 -1.15091 2.02322
C -3.35367 0.41029 2.62472
C -4.36663 0.09121 3.56580
C -4.99268 1.11754 4.27498
C -4.66652 2.45674 4.00976
C -3.75153 2.77915 2.99149
C -3.12420 1.76134 2.25347
H -4.58324 -0.95694 3.73532
H -5.73416 0.88411 5.03870
H -5.13245 3.25896 4.58543
H -3.52470 3.82866 2.76864
H -2.42707 1.96532 1.43477
*
```

Mulliken population analysis, charges in e, atoms 1 to 6: -0.57, -0.89, -0.42, -0.35, -0.60, 0.10

According to the calculations, the structures order from most to least stable as 1, 2.

## 1
DFT (ωB97M-V/def2-TZVPD) results for a 2-piece molecular cluster, CH3O4S overall.

**HOMO level**: -0.1586 Ha
**Gap between HOMO and LUMO**: 0.29772 Eh

```
! wB97M-V def2-TZVPD RIJCOSX def2/J DEFGRID3
* xyz -1 1
C -1.02029 -0.12366 -0.47832
O 1.31617 -1.12843 2.06546
O 2.32639 0.49880 0.68157
O 3.17327 -1.97418 0.75467
O -1.99285 -0.79823 -0.43853
S 2.74603 -0.93684 1.67581
H 0.03700 -0.45494 -0.78072
H -1.13134 1.01111 -0.25384
H 1.39258 0.42572 0.93082
*
```

Mulliken population analysis, charges in e, atoms 1 to 6: 0.00, -0.67, -0.57, -0.54, -0.41, 0.50

## 2
DFT (ωB97M-V/def2-TZVPD) results for CH3O4S as an isolated structure.

**HOMO level (alpha / beta)**: -0.1479 / -0.1479 Ha
**Gap between HOMO and LUMO (alpha / beta)**: 0.30081 / 0.30083 Eh

```
! wB97M-V def2-TZVPD RIJCOSX def2/J DEFGRID3
* xyz -1 1
C -0.55205 -0.75268 0.25380
O 1.51431 -0.58062 -1.50444
O 1.67831 -1.94818 0.60854
O 1.15417 1.88408 -0.00512
O 1.99179 1.02870 0.67409
S 1.08030 -0.79891 -0.10902
H -0.65660 -0.24545 1.16724
H -1.12665 -0.21260 -0.47551
H 1.48128 1.60801 -0.89082
*
```

Mulliken population analysis, charges in e, atoms 1 to 6: -0.75, -0.64, -0.60, -0.33, -0.50, 0.96

According to the calculations, the structures order from most to least stable as 1, 2.

## 1
DFT (ωB97M-V/def2-TZVPD) results for an isolated ion of composition C6H12N2 and charge +2.

**HOMO level**: -0.7096 Ha
**SMILES**: C1C[N+](=C2C[NH2+]C2)C1
**Gap between HOMO and LUMO**: 0.39175 Eh

```
! wB97M-V def2-TZVPD RIJCOSX def2/J DEFGRID3
* xyz 2 1
C 2.82609 -0.00136 -0.05359
C 1.81739 1.10818 0.12725
N 0.71836 0.11989 0.02636
C -0.51907 0.05771 0.01020
C -1.43368 -1.12746 -0.13007
N -2.71345 -0.27103 0.08234
C -2.02737 1.13040 -0.02646
C 1.69291 -1.00351 0.03700
H 3.05630 -0.01582 -1.14178
H 3.74672 -0.26093 0.50724
H 1.87469 1.79103 1.12668
H 1.85022 1.71612 -0.76514
H -1.39290 -1.67522 -1.18721
H -1.26842 -1.90347 0.53970
H -3.44088 -0.38287 -0.62105
H -3.29342 -0.51283 0.90174
H -2.13206 1.81705 0.87628
H -2.12948 1.78004 -0.88179
H 1.77951 -1.55742 -0.87661
H 1.49722 -1.62170 0.92722
*
```

Mulliken population analysis, charges in e, atoms 1 to 6: -0.46, -0.55, 0.24, 0.64, -0.79, -0.09

## 2
DFT (ωB97M-V/def2-TZVPD) results for an isolated ion of composition C6H12N2 and charge +2.

**HOMO level (alpha / beta)**: -0.7422 / -0.7422 Ha
**Gap between HOMO and LUMO (alpha / beta)**: 0.33810 / 0.33814 Eh

```
! wB97M-V def2-TZVPD RIJCOSX def2/J DEFGRID3
* xyz 2 1
C 0.05826 -1.15696 0.39666
C 3.18545 -0.97070 0.14030
C 0.25450 1.17193 0.03774
C 1.68074 0.95160 -0.52942
C -2.81882 -0.57784 -0.52444
C -1.93117 0.17413 0.50524
N -0.49242 -0.06075 0.28433
N 2.11502 -0.35979 -0.04785
H 0.08512 -2.19374 0.85041
H 4.21329 -0.52919 0.15139
H 3.17515 -1.92133 0.77072
H 0.33797 1.91315 0.90078
H -0.16766 1.74543 -0.72821
H 1.55164 0.97383 -1.66400
H 2.30197 1.70156 0.04920
H -2.26728 -0.47914 -1.38528
H -3.06521 -1.60576 -0.23842
H -3.65323 0.05412 -0.82501
H -2.30985 -0.09707 1.48980
H -2.25349 1.26650 0.36604
*
```

Mulliken population analysis, charges in e, atoms 1 to 6: 0.43, -0.10, -0.66, -0.48, -1.14, -0.48

According to the calculations, the structures order from most to least stable as 1, 2.